11
Properties=species:S:1:pos:R:3:forces:R:3 method="wB97M-V/def2-TZVPD" multiplicity=1 relative_energy_ev=2.5350 total_charge=0 lumo_energy_ev="-0.8 / -0.8" total_energy_ev=-25646.4968
C -0.358963 -0.390438 1.007051 -0.739 0.479 -0.247
C 1.777636 0.119332 -0.247375 -0.875 1.989 0.842
C 0.461729 -0.624710 0.011341 2.464 0.061 0.556
N -1.330324 -0.008321 1.605402 -0.986 0.590 0.502
O -1.261458 1.155819 -0.789005 0.670 0.809 -1.661
S -2.324925 1.089245 0.169005 0.221 -1.258 1.609
I -3.737404 -0.759217 -0.539668 -0.239 -0.024 0.011
H 2.298689 0.450688 0.705085 -0.586 -0.672 -1.051
H 2.431558 -0.484808 -0.851458 0.254 -0.077 -0.158
H 1.537843 1.093111 -0.774249 0.360 -1.128 0.316
H 0.505615 -1.640703 -0.296132 -0.543 -0.770 -0.718

12
Properties=species:S:1:pos:R:3:forces:R:3 method="wB97M-V/def2-TZVPD" multiplicity=1 relative_energy_ev=1.5256 total_charge=0 lumo_energy_ev=0.5 total_energy_ev=-10824.1622 smiles="NC(=O)O.C=C=O"
N 0.651452 1.385451 -0.730977 -0.085 0.239 -0.121
C 0.474497 0.140824 -1.244723 -0.799 0.158 -0.012
O 1.364067 -0.593607 -1.560436 -0.084 -0.247 -0.109
O -0.856144 -0.247093 -1.366331 0.881 0.031 -0.228
H -0.101563 1.941785 -0.370961 -0.006 -0.050 0.081
H 1.592572 1.677751 -0.543308 0.032 -0.046 -0.024
H -1.478922 0.465117 -1.168642 0.219 -0.008 0.006
C 0.048137 -1.320022 1.433071 0.334 -0.960 -0.549
C -0.889026 -0.446220 1.258068 -0.547 1.473 1.224
O -1.636624 0.456905 1.274287 0.145 -0.750 -0.384
H 0.395753 -1.920160 0.612532 -0.004 -0.035 -0.254
H 0.435801 -1.540732 2.407417 -0.085 0.194 0.371

11
Properties=species:S:1:pos:R:3:forces:R:3 method="wB97M-V/def2-TZVPD" multiplicity=1 relative_energy_ev=7.1089 total_charge=0 lumo_energy_ev=0.6 total_energy_ev=-10245.1562 smiles="N=C1OO1.C=C=N"
N -1.063857 0.356149 -3.163460 -0.695 0.931 -0.077
C -0.322892 -0.170622 -2.357343 0.937 -2.150 0.226
O 0.898883 -0.138855 -1.909970 1.740 1.998 -0.165
O 0.071960 -1.300319 -1.627058 -2.058 -0.528 -0.125
H -1.996930 -0.005254 -3.298319 0.081 -0.276 0.075
C 0.816918 -0.305350 1.335565 0.020 -0.199 -0.582
C 0.265531 0.371797 2.296485 0.433 -0.106 0.754
N -0.001906 0.858985 3.377758 -0.221 0.216 0.341
H 1.625648 0.112369 0.763976 0.057 0.173 -0.116
H 0.471115 -1.292549 1.088304 -0.164 -0.108 -0.046
H -0.764470 1.513648 3.494063 -0.130 0.050 -0.285

125
Properties=species:S:1:pos:R:3:forces:R:3 method="wB97M-V/def2-TZVPD" multiplicity=1 relative_energy_ev=8.8521 total_charge=-2 lumo_energy_ev=3.0 total_energy_ev=-118094.0278
In -0.559161 0.322212 -0.104378 0.516 0.287 1.050
C 0.590889 4.254413 1.788546 -0.055 0.151 -0.017
O 1.388842 3.950051 2.927409 0.150 -0.035 0.210
C 1.338349 2.595496 3.340863 0.031 -0.366 -0.113
C 2.199156 2.401229 4.548912 -0.077 0.103 0.227
C 2.134572 1.253650 5.218808 0.035 0.072 0.229
C 1.215393 0.166476 4.745358 -0.052 0.282 0.123
C -0.903172 0.290197 3.234608 0.034 0.869 0.018
C -1.564192 -0.818127 2.733169 -0.719 -0.191 -0.139
N -1.998715 -0.719488 1.504481 0.781 0.573 -0.602
N -2.978289 -1.567241 1.092514 -0.482 -0.980 -0.584
C -3.860390 -1.022897 0.296546 0.603 0.868 1.258
O -3.846887 0.309625 0.214363 0.528 -0.785 -0.077
C -4.904547 -1.915799 -0.252536 -0.399 -0.036 -0.106
C -4.977536 -3.217745 0.257588 0.050 0.099 -0.071
C -5.992372 -4.073423 -0.127759 0.020 -0.074 0.026
C -6.957797 -3.656747 -1.035135 -0.049 -0.031 -0.023
C -6.877707 -2.381483 -1.568398 -0.024 -0.110 0.003
C -5.858769 -1.518115 -1.192760 0.102 0.051 0.001
C -0.892189 1.552464 2.620251 -0.765 -0.357 0.924
O -1.379743 2.058570 1.598677 0.313 -0.225 -0.538
H 0.975320 5.190912 1.381630 0.048 -0.045 -0.020
H 0.653690 3.472797 1.029703 -0.136 0.132 -0.058
H -0.461707 4.383868 2.050042 0.019 -0.112 -0.003
H 2.824997 3.227534 4.861966 0.100 0.016 -0.029
H 2.731912 1.096082 6.108764 0.102 0.059 -0.012
H 1.144171 -0.647228 5.469823 0.039 -0.038 -0.036
H -1.880243 -1.666025 3.346687 -0.056 -0.012 -0.034
H -4.219458 -3.524067 0.962953 -0.020 -0.024 0.054
H -6.039688 -5.068881 0.296188 0.009 -0.052 -0.006
H -7.760990 -4.326196 -1.319219 -0.028 -0.011 -0.028
H -7.622606 -2.038376 -2.275700 -0.004 -0.023 -0.062
H -5.787866 -0.523270 -1.600062 0.079 0.141 0.094
C -2.718896 3.609488 -0.835195 -0.008 -0.278 0.075
N -1.843392 3.782095 -1.990101 -0.100 -0.362 0.027
C -2.412124 4.388567 -3.177953 0.155 0.067 -0.206
C -2.282993 3.433969 -4.352282 0.122 0.026 0.158
C -0.802390 3.162397 -4.554768 -0.221 0.086 -0.147
N -0.108278 2.972477 -3.290270 -0.078 -0.262 0.053
C 1.103713 2.177792 -3.394907 0.080 -0.061 0.198
C -0.762179 2.969330 -2.097432 0.166 1.037 -0.124
O -0.261763 2.433745 -1.078019 -0.182 -1.015 0.227
H -3.384264 2.747500 -0.981730 -0.150 0.055 0.127
H -3.304487 4.520183 -0.696733 0.045 -0.014 -0.008
H -2.110864 3.420866 0.044232 -0.072 0.057 0.060
H -1.875640 5.323926 -3.398282 -0.114 0.011 -0.012
H -3.457091 4.628520 -2.981292 0.063 -0.011 0.076
H -2.725175 3.849474 -5.260452 0.033 0.014 0.005
H -2.784046 2.504073 -4.087023 -0.043 -0.015 -0.065
H -0.331387 4.000989 -5.089318 -0.015 -0.104 -0.006
H -0.674003 2.258401 -5.158601 0.049 0.008 0.032
H 0.880183 1.113685 -3.468266 0.003 0.020 -0.075
H 1.711175 2.323024 -2.506329 0.028 -0.032 -0.051
H 1.659452 2.511039 -4.272803 0.007 0.014 -0.008
N 1.109325 0.352383 1.259140 -0.167 0.198 -0.713
P 1.995731 1.436742 1.885221 0.636 -0.090 -0.061
C 2.994526 2.519023 0.740141 -0.200 -0.126 -0.059
C 3.517453 3.797352 0.913388 0.018 0.023 0.000
C 4.402300 4.319767 -0.019465 0.086 0.076 -0.002
C 4.774403 3.582947 -1.134657 0.020 -0.002 -0.019
C 4.263586 2.305615 -1.311127 0.072 0.014 -0.033
C 3.391193 1.780593 -0.372528 -0.011 0.116 -0.063
C -0.093188 2.180752 3.787443 -0.034 0.167 -0.595
C -0.172157 0.772770 4.475877 0.091 -0.553 -0.249
C -1.039897 0.710622 5.692202 -0.039 0.197 0.075
C -1.763336 1.744704 6.123192 0.065 -0.215 0.251
C -1.625742 3.058568 5.523227 0.170 0.187 -0.131
C -0.793910 3.280673 4.501513 -0.122 0.174 0.114
C 3.535148 0.675424 2.591489 -0.020 0.101 -0.073
C 3.685467 -0.702179 2.599385 -0.110 0.107 -0.041
C 4.852062 -1.279093 3.082196 0.065 -0.110 0.085
C 5.881032 -0.481181 3.556836 0.009 -0.063 -0.056
C 5.751189 0.900929 3.514080 0.043 0.105 0.045
C 4.589787 1.473758 3.027942 0.036 -0.196 0.027
H 3.249995 4.388291 1.777606 -0.020 -0.029 0.020
H 4.818614 5.309119 0.136703 -0.045 0.018 -0.016
H 5.466416 4.000883 -1.856942 -0.012 0.000 -0.005
H 4.535805 1.707627 -2.171023 -0.034 -0.041 -0.027
H 3.005063 0.779345 -0.492608 -0.042 0.050 -0.036
H 1.582104 -0.248050 3.804818 -0.059 -0.180 0.098
H -1.072767 -0.245009 6.203788 -0.085 -0.071 0.026
H -2.414756 1.653148 6.984620 -0.031 -0.123 0.001
H -2.172260 3.878305 5.975291 0.029 0.072 -0.054
H -0.632872 4.287571 4.142461 -0.078 0.037 0.005
H 2.866833 -1.311121 2.237983 -0.021 0.031 0.025
H 4.951408 -2.357779 3.099656 0.001 -0.035 -0.013
H 6.787439 -0.929470 3.945806 0.007 -0.020 -0.015
H 6.558368 1.533217 3.864411 0.017 0.008 0.003
H 4.494442 2.550232 2.991343 0.053 0.044 0.021
O 2.887837 -0.475764 -2.803562 0.151 -0.114 0.003
C 2.133134 -0.893314 -1.917297 -0.040 0.034 -0.171
O 1.054171 -0.378362 -1.540579 -0.079 -0.038 0.231
C 2.566698 -2.194885 -1.222526 -0.046 0.146 -0.137
C 2.089904 -2.560554 0.028280 -0.131 -0.194 0.179
C 2.555662 -3.740285 0.607747 0.303 0.345 -1.097
C 3.429647 -4.580719 -0.060854 0.168 -0.305 0.098
C 3.879871 -4.208899 -1.317519 -0.886 0.960 0.622
C 3.473795 -3.004360 -1.885888 0.241 -0.359 -0.073
N 4.784701 -5.073772 -2.026088 0.734 -0.695 -0.514
O 5.160012 -6.100394 -1.476658 -0.134 0.169 0.044
O 5.142317 -4.751542 -3.146148 -0.134 0.082 0.170
N 2.138568 -4.115882 1.939634 -0.310 -0.295 0.962
O 2.381774 -5.253165 2.321123 0.045 0.076 -0.165
O 1.583024 -3.283541 2.628646 0.018 0.002 -0.254
H 1.369195 -1.931647 0.539924 0.129 0.085 0.072
H 3.762468 -5.503011 0.388187 -0.028 0.010 0.028
H 3.861699 -2.690726 -2.843585 -0.065 0.063 -0.017
C -2.905066 -4.396967 -7.053276 0.079 0.042 0.145
C -2.793027 -3.427387 -5.904917 0.026 0.035 -0.055
C -3.072224 -3.844784 -4.605624 0.062 0.018 0.005
C -2.943200 -2.973796 -3.534926 0.066 -0.086 0.086
C -2.534583 -1.665790 -3.750579 -0.182 0.359 0.397
C -2.278768 -1.234546 -5.038804 0.095 0.144 0.082
C -2.386970 -2.113623 -6.108134 -0.048 -0.116 0.031
S -2.521225 -0.442551 -2.342310 -0.727 -1.140 -1.236
O -1.896255 0.728145 -2.991021 0.245 0.659 -0.145
O -4.711233 0.962082 -0.694146 -0.602 0.315 -0.461
O -1.487142 -1.144308 -1.452823 0.460 0.514 0.709
H -3.842305 -4.952740 -6.999361 -0.009 -0.017 -0.076
H -2.087279 -5.119600 -7.015107 -0.006 -0.060 -0.053
H -2.849999 -3.881065 -8.011524 -0.047 -0.009 -0.027
H -3.383047 -4.870716 -4.438690 -0.027 -0.002 0.055
H -3.141130 -3.312949 -2.525413 -0.078 0.001 0.055
H -1.979912 -0.203552 -5.184453 0.027 0.025 -0.003
H -2.154333 -1.779216 -7.113417 -0.023 0.037 -0.020